No. 1
A 12-piece molecular cluster, H22NO14 overall. Source: OMol25; level of theory: ωB97M-V with the def2-TZVPD basis set.

The geometry in ORCA input format:
```
! wB97M-V def2-TZVPD RIJCOSX def2/J DEFGRID3
* xyz -1 1
N 0.38696 0.00734 0.22579
O -0.69882 -0.57834 0.43776
O 0.79284 0.86324 1.05077
O 1.02526 -0.25085 -0.81037
O 3.52946 1.78845 1.05963
H 2.62523 1.44968 1.18265
H 4.08786 1.18128 1.55108
O -1.03683 0.95426 -2.62563
H -1.83178 1.32049 -2.20542
H -0.40911 0.84628 -1.89909
O -0.23092 -3.25148 -2.00702
H 0.42571 -3.24938 -2.71000
H 0.07715 -2.57421 -1.39396
O 0.96379 0.81377 3.86990
H 0.67709 0.65586 2.95313
H 1.91861 0.70140 3.84590
O 4.92356 0.12913 -0.90898
H 5.01626 -0.81179 -0.73213
H 4.29296 0.19330 -1.63746
O -3.16665 1.30857 -0.83659
H -2.71723 0.80886 -0.14254
H -3.97969 1.61621 -0.42772
O -1.91064 -3.23871 0.60335
H -1.48201 -3.71818 1.31842
H -1.77742 -2.30657 0.83179
O 2.70366 1.40993 -2.40460
H 2.20353 1.77971 -3.13854
H 2.02759 1.01308 -1.82942
O -2.88790 -2.03164 -2.47908
H -3.62996 -1.59211 -2.90441
H -2.28670 -1.32038 -2.22500
O -1.76743 -0.13921 3.16371
H -1.73158 -0.08403 2.19524
H -0.99614 -0.66643 3.39623
O -2.07172 2.40814 1.73349
H -1.82702 1.72107 2.37164
H -1.23796 2.84327 1.52747
*
```

- energy above the lowest of the compared OMol25 structures with the same formula, charge and spin (kJ/mol) = 101.8
- E_LUMO (eV) = 2.9
- electronic energy (eV) = -30512.230
- strongest force on any atom (Eh/bohr) = 0.0125


No. 2
A 2-piece molecular cluster, C3H3F2OP overall at a distorted geometry. Source: OMol25; level of theory: ωB97M-V with the def2-TZVPD basis set.

The geometry in ORCA input format:
```
! wB97M-V def2-TZVPD RIJCOSX def2/J DEFGRID3
* xyz 0 1
C 1.04719 1.66664 -1.06158
C -0.02448 1.67090 -0.39324
C 1.91573 1.34782 -1.97572
O -0.82832 -0.84061 0.94044
F -2.87807 -1.70894 1.91945
F -0.81280 -2.53386 2.70685
P -1.46636 -1.08990 2.41869
H -1.50221 -0.74053 0.21354
H 2.53097 1.96354 -2.60990
H 2.01835 0.26494 -2.15854
*
```

- energy above the lowest of the compared OMol25 structures with the same formula, charge and spin (kJ/mol) = 240.4
- E_LUMO (eV) = -1.8
- electronic energy (eV) = -19928.115
- strongest force on any atom (Eh/bohr) = 0.0387


No. 3
A 2-piece molecular cluster, C14H34FN4O2PS overall at a distorted geometry. Source: OMol25; level of theory: ωB97M-V with the def2-TZVPD basis set.

The geometry in ORCA input format:
```
! wB97M-V def2-TZVPD RIJCOSX def2/J DEFGRID3
* xyz 0 1
C 2.39311 0.85991 -1.42516
N 1.66952 0.02116 -2.39510
C 0.34830 0.47148 -2.79521
C -0.66046 0.65346 -1.67334
C -0.46654 -0.27478 -0.44427
C -1.80712 -0.75264 0.01696
N -2.55540 0.20373 0.71585
O -2.24016 -1.83493 -0.19102
P 0.63714 2.09485 -3.71258
S 0.76669 3.68190 -2.58366
C -0.16342 -0.55024 -3.88581
N -1.39533 -0.20155 -4.51274
C -0.29198 -1.99157 -3.25549
N -1.57929 -2.62957 -3.52657
O 0.88864 -0.57304 -4.86170
C 0.55321 -1.09653 -6.08171
F 0.14712 -0.08998 -6.91398
H 2.86368 0.22188 -0.69050
H 1.77489 1.57122 -0.89178
H 3.18197 1.42117 -1.90302
H 1.64747 -0.91456 -2.01928
H -1.67496 0.52881 -2.02527
H -0.62622 1.66938 -1.30678
H 0.21610 -1.09199 -0.59222
H -0.05884 0.32171 0.36233
H -3.50862 0.20603 0.37014
H -2.19082 1.12548 0.48714
H 1.77296 1.85709 -4.49963
H -0.40160 2.29447 -4.63717
H -1.31758 0.54603 -5.18465
H -2.17024 -0.09806 -3.88112
H 0.51416 -2.59307 -3.65471
H -0.19834 -1.99440 -2.18040
H -1.58828 -3.09748 -4.41943
H -1.81476 -3.28938 -2.79925
H 1.44449 -1.52239 -6.51661
H -0.22094 -1.84879 -6.04397
C -0.77700 -1.45556 3.71776
C 0.23998 -0.33222 3.53792
C 1.27506 -0.25933 4.65898
C 0.70148 0.02681 6.04722
C -0.10796 1.31787 6.15632
C 0.70862 2.57348 5.86397
H -1.37236 -1.32146 4.62185
H -1.46697 -1.48180 2.87329
H -0.27875 -2.42563 3.77662
H -0.28394 0.62316 3.44055
H 0.76951 -0.48793 2.59245
H 2.01723 0.50353 4.40614
H 1.82210 -1.20664 4.69883
H 1.52944 0.06513 6.76215
H 0.07353 -0.81128 6.36231
H -0.50858 1.38870 7.17094
H -0.97357 1.28021 5.48929
H 1.55845 2.65240 6.54495
H 0.09542 3.46713 5.98857
H 1.08978 2.57862 4.84161
*
```

- E_LUMO (eV) = 0.5
- electronic energy (eV) = -47966.262
- strongest force on any atom (Eh/bohr) = 0.0453


- Look up the electronic energy of the second one.
  -19928.115 eV